<1>
19
Properties=species:S:1:pos:R:3 method="wB97M-V/def2-TZVPD" smiles=CCSSC.O.O homo_energy_ev=-7.72 orbital_gap_ev=8.23 multiplicity=1
C 0.84 -2.37 0.04
C -0.70 -2.55 0.29
S -1.51 -0.96 0.76
S -0.01 0.15 1.86
C -0.50 1.90 1.61
H 1.11 -1.48 -0.43
H 1.50 -2.49 0.89
H 1.03 -3.24 -0.58
H -0.82 -3.11 1.25
H -1.09 -2.91 -0.56
H 0.12 2.28 0.73
H -0.21 2.44 2.60
H -1.53 2.20 1.35
O -1.18 1.67 -2.01
H -1.62 2.49 -2.11
H -0.27 1.89 -2.07
O 1.61 1.60 -0.95
H 1.79 1.85 -1.83
H 1.44 0.67 -0.85

---

<2>
19
Properties=species:S:1:pos:R:3 method="wB97M-V/def2-TZVPD" smiles=CCSSC.O.O homo_energy_ev=-8.10 orbital_gap_ev=8.56 multiplicity=1
C 0.16 -2.16 -0.98
C 0.09 -1.91 0.53
S -1.09 -0.54 0.82
S -0.84 0.05 2.78
C 0.98 0.12 2.99
H -0.04 -3.22 -1.18
H -0.65 -1.67 -1.52
H 1.09 -1.78 -1.40
H 1.09 -1.66 0.88
H -0.32 -2.71 1.13
H 1.25 -0.78 3.53
H 1.12 0.96 3.69
H 1.47 0.35 2.05
O -1.54 1.41 -2.29
H -1.58 1.43 -3.26
H -1.02 0.63 -2.10
O 0.09 4.10 -1.63
H 0.55 3.65 -2.35
H -0.80 3.74 -1.67

---

Energy comparison, zero being the most stable, in eV: <1> 0.913; <2> 0.000.

---

<1>
77
Properties=species:S:1:pos:R:3 method="wB97M-V/def2-TZVPD" homo_energy_ev=-5.16 charge=-1 orbital_gap_ev=7.38 multiplicity=1
C -0.66 0.82 -4.53
C -0.83 -0.64 -4.81
H 0.08 1.26 -5.21
H -0.33 0.99 -3.50
H -1.60 1.36 -4.68
C -0.46 -1.26 -5.94
C 0.03 -0.53 -7.15
H -0.53 -2.34 -6.02
H 0.74 0.28 -6.89
H -0.79 -0.08 -7.73
H 0.55 -1.23 -7.81
Be 0.00 2.96 2.32
Cl -1.64 3.86 3.06
Cl 0.14 2.71 0.34
C -1.30 0.94 2.93
O -0.12 1.36 2.88
N -1.70 -0.31 3.15
C -0.76 -1.38 3.49
C -3.09 -0.68 2.88
H -2.14 1.64 2.77
H 0.15 -0.92 3.89
H -0.52 -1.98 2.60
H -1.23 -2.01 4.25
H -3.68 0.24 2.76
H -3.51 -1.26 3.71
H -3.19 -1.26 1.95
H 3.54 4.17 -0.28
H 2.65 1.77 -0.50
C 4.22 3.84 0.51
C 3.55 1.52 0.09
N 3.80 2.56 1.05
H 4.24 4.59 1.30
C 3.72 2.29 2.38
O 3.80 1.21 2.93
H 3.39 0.58 0.62
H 3.52 3.22 2.94
H 5.22 3.76 0.06
H 4.40 1.43 -0.60
O -0.34 -1.80 -2.79
C -1.41 -1.46 -3.66
C -1.53 -3.94 -4.20
C -2.17 -2.71 -4.09
H -0.48 -4.03 -3.92
C -2.24 -5.05 -4.68
H -2.11 -0.79 -3.13
C -3.53 -2.58 -4.40
H -1.74 -6.02 -4.75
C -3.58 -4.91 -5.06
C -4.22 -3.67 -4.92
H -4.00 -1.61 -4.25
H -4.13 -5.77 -5.46
H -5.27 -3.56 -5.22
Si -0.24 -1.97 -1.14
Cl 1.48 4.30 2.81
C 1.15 -3.18 -0.86
C -1.86 -2.64 -0.47
C 0.22 -0.33 -0.41
H 1.03 -4.05 -1.52
H 1.16 -3.52 0.18
H 2.11 -2.71 -1.09
H 1.11 0.06 -0.91
H 0.44 -0.41 0.66
H -0.57 0.42 -0.52
H -2.16 -3.53 -1.04
H -2.68 -1.91 -0.52
H -1.72 -2.94 0.58
Br 4.27 4.86 7.42
C 2.67 3.92 7.01
C 1.75 3.57 8.01
C 0.58 2.91 7.64
C 0.36 2.64 6.28
N 1.25 2.96 5.37
C 2.39 3.58 5.67
H 1.98 3.82 9.04
H -0.17 2.59 8.37
H -0.56 2.16 5.93
H 3.07 3.83 4.87

---

<2>
77
Properties=species:S:1:pos:R:3 method="wB97M-V/def2-TZVPD" homo_energy_ev=-4.54 charge=-1 orbital_gap_ev=6.81 multiplicity=1
C 2.70 -2.61 -2.29
C 2.12 -1.68 -3.28
H 2.14 -3.55 -2.25
H 2.66 -2.15 -1.29
H 3.74 -2.88 -2.51
C 1.95 -2.12 -4.55
C 2.33 -3.47 -5.04
H 1.65 -1.48 -5.37
H 1.88 -4.29 -4.44
H 3.43 -3.62 -5.02
H 2.01 -3.65 -6.08
Be 1.90 0.15 0.58
Cl 3.65 0.58 1.29
Cl 1.40 -1.78 0.62
C 1.22 2.68 0.86
O 0.98 1.50 0.46
N 0.31 3.41 1.49
C -1.05 2.94 1.65
C 0.61 4.77 1.99
H 2.25 3.08 0.77
H -1.03 1.92 2.13
H -1.57 2.86 0.69
H -1.59 3.62 2.30
H 1.54 4.81 2.57
H -0.20 5.10 2.66
H 0.64 5.53 1.18
H 0.61 -2.65 2.70
H -0.62 -3.64 0.47
C -0.13 -3.29 3.20
C -1.34 -4.07 1.18
N -1.35 -3.28 2.41
H -0.35 -2.89 4.20
C -2.45 -2.57 2.77
O -3.52 -2.55 2.16
H -2.36 -4.04 0.77
H -2.31 -1.97 3.69
H 0.28 -4.31 3.26
H -1.06 -5.10 1.40
O 0.92 -0.17 -1.69
C 1.78 -0.26 -2.83
C 0.25 0.20 -4.85
C 1.26 0.62 -3.97
H -0.19 -0.80 -4.71
C -0.22 1.03 -5.87
H 2.75 0.12 -2.46
C 1.88 1.87 -4.20
H -1.04 0.68 -6.52
C 0.40 2.26 -6.09
C 1.47 2.66 -5.27
H 2.70 2.16 -3.52
H 0.12 2.86 -6.93
H 2.02 3.59 -5.47
Si -0.71 0.39 -1.47
Cl -0.63 0.00 2.37
C -1.98 -0.03 -2.93
C -0.74 2.21 -1.83
C -1.69 -0.68 -0.28
H -1.88 0.54 -3.87
H -2.96 0.23 -2.51
H -2.00 -1.11 -3.18
H -2.27 -1.42 -0.85
H -2.37 -0.18 0.41
H -0.99 -1.29 0.30
H -0.97 2.42 -2.89
H 0.19 2.74 -1.61
H -1.58 2.61 -1.24
Br -2.71 -1.35 8.91
C -1.87 -0.19 7.66
C -1.72 1.17 7.94
C -1.06 2.00 7.02
C -0.57 1.41 5.83
N -0.73 0.13 5.58
C -1.39 -0.66 6.41
H -2.06 1.54 8.90
H -0.90 3.05 7.21
H -0.09 2.02 5.05
H -1.51 -1.71 6.13

---

Energy comparison, zero being the most stable, in eV: <1> 0.000; <2> 2.766.

---

<1>
8
Properties=species:S:1:pos:R:3 method="wB97M-V/def2-TZVPD" homo_energy_ev=-11.15 orbital_gap_ev=12.16 multiplicity=1
C 0.44 -0.10 -0.08
C -0.42 1.04 -0.58
F -0.39 1.04 -1.93
F 0.16 2.20 -0.24
H 0.00 -1.13 -0.30
H 1.50 0.10 -0.34
H 0.47 -0.03 0.96
H -1.97 0.95 -0.42

---

<2>
8
Properties=species:S:1:pos:R:3 method="wB97M-V/def2-TZVPD" smiles=CC(F)F homo_energy_ev=-11.53 orbital_gap_ev=12.67 multiplicity=1
C 0.33 0.23 0.83
C -0.43 -0.10 -0.59
F 0.54 0.06 -1.62
F -0.63 -1.32 -0.61
H 1.21 -0.46 0.69
H -0.33 -0.20 1.63
H 0.54 1.34 0.75
H -1.24 0.45 -1.07

---

Energy comparison, zero being the most stable, in eV: <1> 0.996; <2> 0.000.

---

<1>
10
Properties=species:S:1:pos:R:3 method="wB97M-V/def2-TZVPD" smiles="N#C/C(CCl)=N/O" homo_energy_ev=-10.81 orbital_gap_ev=10.34 multiplicity=1
N 0.18 2.50 -1.51
C 0.01 1.55 -0.89
C -0.21 0.32 -0.20
C 1.06 -0.50 -0.03
Cl 0.86 -2.07 -0.94
N -1.34 0.25 0.35
O -1.40 -0.70 1.44
H 1.46 -0.79 0.92
H 1.78 0.18 -0.88
H -2.41 -0.75 1.73

---

<2>
10
Properties=species:S:1:pos:R:3 method="wB97M-V/def2-TZVPD" homo_energy_ev=-8.61 orbital_gap_ev=9.20 multiplicity=1
H -2.21 -1.48 -0.19
N -2.28 -0.47 -0.07
C -1.01 -0.17 0.01
N 0.23 -0.89 0.18
C 1.19 0.16 0.09
Cl 2.87 -0.18 -0.07
C 0.62 1.31 -0.01
O -0.70 1.24 -0.08
H 0.31 -1.83 -0.20
H 0.97 2.32 0.34

---

<3>
10
Properties=species:S:1:pos:R:3 method="wB97M-V/def2-TZVPD" homo_energy_ev=-8.29 orbital_gap_ev=8.94 multiplicity=1
C 1.93 -1.44 -0.18
C -0.35 -0.07 0.52
C 1.02 -1.17 -1.05
N 2.73 -1.62 0.67
N -0.10 -0.49 -0.59
O -0.82 0.43 1.46
Cl -4.20 3.16 0.52
H -4.78 4.01 -0.30
H 1.04 -1.60 -2.08
H 3.54 -1.21 1.03

---

Energy comparison, zero being the most stable, in eV: <1> 1.967; <2> 0.000; <3> 0.461.

---

<1>
17
Properties=species:S:1:pos:R:3 method="wB97M-V/def2-TZVPD" homo_energy_ev=-7.72 orbital_gap_ev=7.48 multiplicity=1
C -1.54 -0.16 1.38
C -1.13 0.51 0.21
C 1.50 -0.34 -1.56
C 0.65 -1.56 -1.06
C -0.30 1.44 1.14
H -0.84 2.13 1.82
H -1.19 -1.13 1.73
H -1.92 1.11 -0.26
H 2.46 -0.35 -1.08
H 0.99 0.56 -1.17
H 1.68 -0.35 -2.65
H -0.38 -1.33 -1.35
H 0.58 -1.37 0.01
H 1.20 -2.48 -1.27
H -2.48 0.12 1.89
H 0.17 2.25 0.50
H 0.54 0.96 1.69

---

<2>
17
Properties=species:S:1:pos:R:3 method="wB97M-V/def2-TZVPD" smiles="C=C.CCC" homo_energy_ev=-10.18 orbital_gap_ev=11.25 multiplicity=1
C 3.08 -0.74 2.24
C 3.46 -1.65 1.33
H 3.55 -0.77 3.22
H 2.71 0.23 1.94
H 3.98 -2.45 1.85
H 3.37 -1.74 0.25
C -2.99 1.07 -0.56
C -1.67 1.14 -1.29
C -0.88 -0.16 -1.19
H -2.68 0.83 0.47
H -3.49 2.04 -0.42
H -3.68 0.37 -1.02
H -1.73 1.36 -2.37
H -1.14 2.04 -0.93
H 0.15 -0.14 -1.55
H -1.37 -0.93 -1.79
H -0.68 -0.51 -0.17

---

Energy comparison, zero being the most stable, in eV: <1> 3.827; <2> 0.000.

---

<1>
17
Properties=species:S:1:pos:R:3 method="wB97M-V/def2-TZVPD" smiles="C=CC.CC" homo_energy_ev=-9.48 orbital_gap_ev=10.55 multiplicity=1
C -2.23 1.13 -1.49
C -2.58 0.84 -0.24
C -4.01 0.69 0.25
H -1.19 1.04 -1.79
H -2.93 1.66 -2.13
H -1.85 0.44 0.44
H -4.56 1.59 -0.01
H -3.98 0.40 1.30
H -4.54 0.00 -0.40
C 2.83 -0.66 0.34
C 4.16 -1.32 0.65
H 2.23 -1.14 -0.45
H 2.15 -0.67 1.20
H 2.96 0.39 0.12
H 4.03 -2.22 1.26
H 4.79 -0.61 1.19
H 4.73 -1.58 -0.24

---

<2>
17
Properties=species:S:1:pos:R:3 method="wB97M-V/def2-TZVPD" smiles="C=CC.CC" homo_energy_ev=-9.17 orbital_gap_ev=10.28 multiplicity=1
C -1.19 2.66 -1.63
C -1.92 2.29 -0.58
C -1.36 1.53 0.55
H -1.48 3.47 -2.31
H -0.32 2.11 -2.02
H -3.01 2.32 -0.46
H -0.28 1.44 0.32
H -1.71 0.48 0.54
H -1.44 2.06 1.49
C 1.11 -1.78 0.19
C 2.02 -2.83 0.79
H 1.57 -1.26 -0.66
H 0.11 -2.14 -0.11
H 0.85 -1.06 0.97
H 2.55 -3.59 0.19
H 1.55 -3.38 1.61
H 2.95 -2.33 1.12

---

Energy comparison, zero being the most stable, in eV: <1> 0.000; <2> 0.559.